Computed, not measured: the molecule C3H5IO, with ωB97M-V/def2-TZVPD.

* Kohn-Sham gap: 0.3630 Eh
* structure (SMILES): C[C@]1(I)CO1
* E_HOMO: -0.3490 Eh
* energy relative to the best compared isomer or geometry (same formula, charge and spin): 1.1189 eV
* net charge: 0

Positions of all 10 atoms, in Å:
1 C -0.428 -0.828 -0.447
2 C 0.775 0.050 -0.569
3 I 2.656 -1.166 -0.754
4 C 0.830 1.224 0.390
5 O 0.756 1.252 -1.145
6 H -0.068 -1.409 0.430
7 H -0.704 -1.381 -1.371
8 H -1.213 -0.103 -0.163
9 H -0.064 1.698 0.837
10 H 1.792 1.500 0.903